(1)
C11H9BrN2O2Pd | the ωB97M-V functional and the def2-TZVPD basis

Each line ends with the Mulliken charge.
CARTESIAN COORDINATES (ANGSTROEM)
Pd 0.72 -1.58 -0.35  -0.28
Br 0.75 -1.17 2.21  -0.14
O -1.42 -3.97 -2.77  -0.63
O -0.45 -2.15 -1.92  -0.67
N 0.06 -4.25 -1.09  -0.21
N 1.28 -3.72 -0.60  -0.51
C -0.63 2.96 -0.77  -0.79
C -0.39 3.31 1.66  -0.93
C -0.66 -3.42 -2.01  0.65
C 0.25 1.47 3.08  -0.61
C 0.00 1.10 0.67  0.73
C 0.06 0.25 -0.47  0.03
C -0.59 2.12 -1.85  -0.76
C -0.35 2.47 0.52  0.93
C -0.11 2.83 2.91  -0.44
C -0.25 0.76 -1.70  -0.07
C 0.29 0.67 1.98  0.53
H 0.16 -5.18 -1.50  0.26
H -0.82 2.50 -2.84  0.39
H -0.27 0.11 -2.56  0.51
H -0.66 4.35 1.52  0.37
H 1.55 -4.21 0.25  0.26
H 2.03 -3.84 -1.28  0.26
H 0.48 1.08 4.06  0.39
H -0.14 3.48 3.77  0.38
H -0.90 4.00 -0.89  0.37

Values from the calculation:
Charge ... 0
LUMO ... -0.31 eV
HOMO energy ... -8.3 eV
ΔE to the lowest compared entry with this formula, charge and spin ... 2.7 kcal/mol
Spin multiplicity ... 1
HOMO-LUMO gap ... 8.035 eV

(2)
C7H11BrNO | the ωB97M-V functional and the def2-TZVPD basis

Each line ends with the Mulliken charge.
CARTESIAN COORDINATES (ANGSTROEM)
Br 2.63 -0.43 -2.62  0.01
O 3.18 0.80 0.10  -0.46
N 0.19 0.58 -1.52  -0.17
C 0.68 -1.62 -0.57  -0.60
C 1.12 0.89 1.29  -0.67
C -0.71 -1.11 -0.15  -1.09
C 2.04 0.48 0.21  0.36
C -0.76 0.41 -0.40  0.02
C 1.38 -0.34 -1.08  0.15
C -0.31 1.17 0.92  -1.07
H 1.24 -0.03 1.97  0.28
H -0.19 0.17 -2.33  0.38
H 0.82 -2.24 -1.40  0.49
H -0.44 2.17 0.71  0.47
H 1.66 1.63 1.72  0.54
H 1.44 -2.03 0.24  0.32
H -1.00 -1.15 0.90  0.43
H -1.70 0.78 -0.89  0.46
H 0.46 1.50 -1.66  0.29
H -1.04 0.95 1.77  0.37
H -1.37 -1.48 -0.81  0.47

Values from the calculation:
Charge ... +1
SMILES string ... O=C1CC[C@@H]2CC[C@@]1(Br)[NH2+]2
LUMO ... -3.47 eV
HOMO energy ... -14.1 eV
ΔE to the lowest compared entry with this formula, charge and spin ... 15.9 kcal/mol
Spin multiplicity ... 1
HOMO-LUMO gap ... 10.588 eV

(3)
C27H78N4O10 | the ωB97M-V functional and the def2-TZVPD basis

Each line ends with the Mulliken charge.
CARTESIAN COORDINATES (ANGSTROEM)
O 2.67 -1.58 2.70  -0.43
O 1.18 -3.10 -3.05  -0.42
O -3.67 1.39 3.87  -0.68
O -2.24 3.12 -1.09  -0.64
O 3.23 -0.90 -0.09  -0.19
O -2.59 -3.05 1.92  -0.47
O 1.27 1.10 0.30  0.24
O -2.86 0.53 -0.81  -0.06
O 3.30 2.05 -3.52  -0.24
O 1.28 3.67 1.35  -0.60
N -0.29 -5.45 -1.40  -0.53
N -4.06 2.25 1.20  -0.33
N 4.51 3.01 -6.83  -0.74
N -5.12 -4.22 2.27  -0.80
C 1.56 -1.76 -3.20  -0.09
C 1.22 -3.55 -1.71  0.18
C 1.10 -5.07 -1.63  0.12
C 5.90 2.36 -4.89  -1.32
C -1.48 -2.98 1.03  -0.69
C -2.29 3.66 0.20  -1.05
C -3.70 4.53 2.05  -1.67
C 2.17 2.38 -2.74  -0.94
C -4.22 -1.08 -1.93  -1.03
C -3.26 0.08 -2.10  -0.22
C -3.75 -2.41 1.42  -0.09
C -4.76 -2.23 3.71  -1.10
C 1.45 3.54 2.76  0.29
C 1.66 -5.73 -2.91  -1.34
C -3.69 3.61 0.81  0.90
C 1.46 -1.01 4.72  -0.90
C 2.67 2.69 3.08  -0.84
C 3.45 2.88 -4.66  -0.98
C 4.53 2.32 -5.55  0.77
C -2.22 0.00 5.17  -1.45
C 0.24 0.12 0.50  -0.21
C -4.92 -2.77 2.28  0.26
C -2.37 0.81 3.89  0.99
C 4.95 -0.38 -1.77  -0.85
C 4.58 -0.49 -0.31  -0.33
C 1.74 -2.06 3.66  0.12
C -1.07 3.53 -1.78  -0.81
H -2.40 -0.25 -2.71  0.25
H -0.98 3.09 -2.77  0.43
H -3.77 1.55 0.52  -0.02
H 4.28 1.26 -5.69  0.18
H 4.84 0.43 0.22  0.31
H 3.09 -0.99 0.86  0.16
H -0.62 -3.32 1.61  0.30
H -4.74 -1.30 -2.86  0.47
H 0.95 -5.67 -3.73  0.30
H -4.50 4.22 2.72  0.37
H -1.62 1.61 3.89  0.06
H 2.49 3.01 -5.20  0.36
H -3.64 -1.97 -1.65  0.10
H -1.65 -3.60 0.15  0.41
H 6.60 1.73 -5.44  0.34
H -1.15 4.61 -1.97  0.46
H -3.17 -0.44 5.45  0.42
H -1.37 -1.92 0.79  0.11
H 2.40 2.22 -1.68  0.20
H -3.70 0.91 -2.66  0.36
H -1.87 4.67 0.25  0.57
H 1.39 1.70 -3.10  0.31
H -0.46 -6.45 -1.50  0.24
H 1.83 -6.78 -2.67  0.42
H 1.32 -1.43 -4.21  0.37
H 3.56 3.04 -7.19  0.24
H 5.01 -1.40 -2.18  0.31
H -0.67 0.55 0.92  0.13
H 3.62 3.91 -4.28  0.38
H 1.76 3.40 -2.76  0.51
H -5.67 -2.47 4.29  0.36
H 5.83 2.06 -3.85  0.23
H -0.17 3.38 -1.17  0.11
H -2.75 4.51 2.57  0.31
H 2.36 -0.66 5.23  0.35
H -1.84 0.62 5.98  0.42
H 6.32 3.37 -4.92  0.36
H 3.57 3.07 2.59  0.30
H 1.96 0.62 -0.18  -0.24
H -4.93 -0.92 -1.13  0.26
H 0.55 -2.96 -1.06  -0.12
H -2.54 1.45 -0.91  0.20
H -4.64 -1.15 3.75  0.14
H -0.92 -4.99 -2.04  0.23
H 2.03 -3.01 4.12  0.46
H 2.62 -1.57 -3.01  0.11
H -5.80 -2.28 1.86  0.32
H -4.36 4.03 0.05  0.27
H 3.56 -1.65 3.05  0.22
H -1.52 -0.82 5.01  0.18
H 4.99 2.50 -7.57  0.27
H 5.22 -1.25 0.18  0.39
H -5.80 -4.49 2.96  0.27
H -3.90 -2.84 0.42  0.15
H -3.84 5.55 1.70  0.49
H 0.01 -0.27 -0.49  0.09
H 1.02 -1.12 -2.48  -0.17
H 1.25 2.77 0.99  0.15
H -3.57 -1.33 1.28  0.07
H 0.77 -1.39 5.48  0.38
H 4.32 0.25 -2.39  -0.10
H 2.49 1.65 2.80  0.02
H 5.99 -0.05 -1.82  0.48
H 0.95 -0.15 4.28  0.04
H 0.62 -0.69 1.12  0.11
H 0.54 3.08 3.15  -0.23
H -3.80 1.78 2.98  0.37
H 1.57 4.54 3.18  0.37
H -1.64 3.16 0.95  0.12
H 0.80 -2.24 3.12  -0.28
H 2.87 2.65 4.15  0.40
H 2.60 -5.27 -3.19  0.32
H -4.24 -4.64 2.54  0.29
H -3.95 -2.73 4.25  0.27
H 1.71 -5.38 -0.79  0.29
H -2.22 0.22 2.98  -0.30
H 2.22 -3.26 -1.32  0.08
H -5.06 2.15 1.30  0.33

Values from the calculation:
Charge ... 0
SMILES string ... COC[C@H](C)N.COC[C@H](C)N.COC[C@H](C)N.COC[C@H](C)N.CCO.CCO.CCO.CCO.CCO.CO
LUMO ... 0.41 eV
HOMO energy ... -8.9 eV
ΔE to the lowest compared entry with this formula, charge and spin ... 0.2 kcal/mol
Spin multiplicity ... 1
HOMO-LUMO gap ... 9.300 eV

(4)
C27H36OP | the ωB97M-V functional and the def2-TZVPD basis

Each line ends with the Mulliken charge.
CARTESIAN COORDINATES (ANGSTROEM)
P 2.71 2.32 2.68  0.28
O 2.84 3.39 4.11  -0.38
C 3.70 -0.45 -3.02  -0.46
C -2.95 3.23 6.84  -0.32
C -1.18 -5.24 -7.42  -0.38
C -1.62 -6.19 -5.26  -0.57
C -4.84 4.45 7.70  -0.34
C -2.07 -1.20 -5.26  -0.38
C 0.45 -1.95 -4.34  -0.20
C -5.17 4.84 6.41  -0.36
C -3.73 3.64 7.91  -0.45
C -1.84 -1.34 -3.90  -0.41
C -1.75 -7.45 -5.83  -0.34
C -1.59 -7.60 -7.20  -0.43
C 0.43 4.58 6.37  -1.15
C -1.33 -5.09 -6.05  0.23
C 4.95 -0.83 -2.55  -0.38
C 4.13 -0.78 -0.29  -0.34
C 0.22 -1.82 -5.70  -0.57
C 0.73 3.47 5.35  -0.04
C -0.58 -1.71 -3.44  -0.56
C 2.88 -0.39 -0.75  -0.56
C 2.20 3.03 5.28  -0.81
C -3.28 3.62 5.55  -0.36
C -1.04 -1.44 -6.16  -0.37
C 2.67 -0.23 -2.11  -0.36
C 5.16 -1.00 -1.19  -0.32
C -4.39 4.43 5.34  -0.40
C -1.31 -6.50 -8.00  -0.39
H -1.22 -1.34 -7.23  0.40
H -2.08 2.61 7.00  0.43
H -2.67 3.31 4.72  0.38
H 2.08 -0.20 -0.05  0.39
H 0.43 3.78 4.35  0.29
H 4.29 -0.89 0.77  0.38
H -0.40 -1.81 -2.38  0.46
H -1.97 -8.31 -5.21  0.36
H 2.27 1.94 5.43  0.35
H 2.69 1.13 3.56  -0.15
H -0.01 4.18 7.29  0.22
H 6.14 -1.29 -0.83  0.35
H -3.05 -0.91 -5.62  0.37
H 1.43 -2.23 -3.98  0.50
H 1.33 5.12 6.65  0.44
H 1.01 -2.01 -6.41  0.37
H -3.46 3.34 8.92  0.36
H -4.65 4.74 4.33  0.36
H 1.70 0.09 -2.48  0.51
H -1.69 -8.58 -7.65  0.35
H 3.54 -0.31 -4.08  0.40
H 2.74 3.51 1.83  -0.11
H 0.11 2.59 5.59  0.21
H 2.62 1.45 1.50  -0.41
H -6.03 5.47 6.25  0.35
H -1.74 -6.07 -4.19  0.37
H -2.64 -1.16 -3.19  0.37
H 5.76 -1.00 -3.25  0.35
H -1.23 -4.11 -5.60  0.09
H -0.96 -4.38 -8.04  0.36
H -1.18 -6.62 -9.07  0.35
H 2.74 3.49 6.12  0.33
H -5.44 4.77 8.54  0.35
H -0.29 5.31 5.98  0.27
H 1.24 2.38 2.74  -0.18
H 4.19 2.23 2.61  -0.10

Values from the calculation:
Charge ... -1
LUMO ... 2.21 eV
HOMO energy ... -3.1 eV
Spin multiplicity ... 1
HOMO-LUMO gap ... 5.307 eV

Question: HOMO-LUMO gap of number 3 (C27H78N4O10)?
Answer: 9.300 eV

Question: HOMO-LUMO gap of number 3 (C27H78N4O10)?
Answer: 9.300 eV